# 1
80
Properties=species:S:1:pos:R:3:forces:R:3:lowdin_charge:R:1 method="wB97M-V/def2-TZVPD" spin_multiplicity=1 smiles="COB(O)N(F)C(=O)OCC(=O)O.O=C1CCCO1.O=C1CCCO1.O=C1CCCO1.O=C1CCCO1.O=C1CCCO1" charge=0 total_energy_ha=-2320.00811
C 3.4690 0.8455 -6.4432 0.5 0.3 0.2 -0.15
H -0.1746 -1.6991 3.4924 0.3 0.2 0.0 0.12
O 1.4745 -1.9976 -5.9154 -0.2 0.8 -0.1 0.10
H -1.1775 4.6967 -9.5083 -0.1 -0.1 0.0 0.12
N 2.4531 0.6099 -0.0330 -0.7 2.0 -1.6 0.09
H -3.8419 3.8482 2.9753 0.1 -0.2 0.1 0.13
O 1.2861 0.0819 -6.8021 0.0 -0.6 0.4 0.04
C -3.6701 -4.4721 10.7413 -0.4 0.0 0.4 -0.16
H 0.2879 -4.0800 4.7881 0.0 0.1 0.1 0.12
H 1.3339 -1.5261 -1.7394 1.0 0.4 -1.4 0.16
C -3.3894 -3.0445 10.3325 -0.2 0.6 0.2 -0.16
C 1.1425 1.2268 2.8884 0.6 -1.1 -0.3 -0.09
F 2.5155 -0.6386 0.5546 -0.3 -1.0 0.2 0.01
H -4.2841 -2.4207 10.3048 0.0 -0.1 0.1 0.12
C -2.0807 1.5036 1.8455 0.5 -0.9 -0.3 -0.45
H 0.9982 0.1784 2.4319 0.0 1.5 1.0 0.09
O 0.2183 0.9928 -0.8957 4.2 -0.6 -0.2 0.17
O 0.4500 -1.3399 6.5964 0.0 0.4 -0.4 0.03
C 1.4072 0.6985 -1.0676 -3.0 -0.2 -1.1 -0.33
C 0.4386 -2.7727 6.5318 -0.1 -0.5 0.4 -0.16
C 3.4536 -0.6595 -6.2754 0.2 0.4 0.3 -0.07
C -0.5060 3.1709 -10.8589 -0.2 0.5 0.1 -0.08
C 1.9679 -1.0270 -2.5592 0.8 0.0 0.7 -0.04
C -0.0475 -3.1035 5.1403 -0.2 -0.5 -0.3 -0.15
C -3.7661 2.9503 2.3599 -0.3 0.3 0.2 -0.17
H -2.6427 4.1100 0.9472 -0.1 -0.1 0.0 0.12
O 3.8203 -2.6595 -2.4702 -1.6 4.0 0.8 0.06
H 0.2673 1.4756 3.5564 1.4 0.1 -1.6 0.09
H 1.4532 -3.1385 6.7156 0.0 0.0 0.0 0.13
H -1.9868 -2.4366 8.7952 -0.1 -0.2 -0.3 0.12
C -2.7244 -3.2169 8.9830 0.0 0.3 0.4 -0.08
H 1.7840 2.0829 -7.0235 -0.2 -0.2 -0.1 0.13
H 3.9129 -0.9637 -5.3347 0.0 -0.3 -0.2 0.12
O 1.8326 0.4270 -2.4189 -0.5 -0.9 2.2 -0.04
H -2.4182 1.9344 -9.1573 0.1 0.0 0.0 0.13
H -0.2250 -3.1705 7.3008 0.2 0.2 0.0 0.09
H -0.9460 2.5208 -11.6186 0.2 0.0 0.0 0.14
H 4.9738 -0.9910 -1.1920 -0.2 0.2 -1.0 0.13
H -2.0024 3.1413 -7.9206 0.2 -0.2 0.0 0.13
C 0.2976 2.3326 -9.9016 0.6 -0.5 -0.4 -0.47
H 1.6120 -1.3941 -3.5893 0.7 0.7 1.5 0.14
C -3.3414 3.2676 0.9446 -0.2 0.4 -0.4 -0.16
H -1.8028 2.2177 -0.1644 0.0 -0.4 0.1 0.11
H -2.4969 4.0013 -10.4566 0.0 -0.1 0.1 0.12
O -2.7403 2.0963 2.8786 0.3 -0.2 -0.1 0.03
C -1.7032 2.7141 -8.8789 -0.5 0.0 0.3 -0.16
O 4.4783 -0.5331 -1.9101 -2.1 -1.2 0.3 0.04
O 3.6414 2.4733 1.1715 -1.9 -2.7 0.0 0.13
H -4.7189 2.4135 2.3978 0.1 0.0 0.0 0.13
H 3.3977 1.3248 -5.4613 0.0 0.0 -0.1 0.12
C -1.5585 3.7705 -9.9498 -0.3 0.5 -0.2 -0.16
O -1.2083 -5.0064 8.4054 -0.4 -0.1 0.6 0.11
C 1.9788 -0.9637 -6.2823 -0.2 -0.8 -0.1 -0.48
C 0.4863 -1.9445 4.3239 -0.4 -0.4 0.0 -0.08
H 0.1120 3.9399 -11.3213 0.1 -0.3 -0.2 0.13
H 4.3655 1.2234 -6.9372 -0.1 0.0 0.0 0.12
H -2.6833 -2.5897 11.0341 -0.1 0.0 0.0 0.12
H -3.2941 1.2595 0.1148 0.1 -0.1 0.0 0.14
H 1.5025 -2.1306 3.9676 0.0 0.1 -0.1 0.14
O -0.4052 2.1206 -8.7574 0.4 0.0 -0.3 0.02
H -4.1771 3.5261 0.2920 0.0 0.0 0.1 0.12
H -4.6207 -4.8395 10.3434 0.1 0.0 0.0 0.13
H 2.1093 1.1721 3.5066 -1.3 0.6 -0.9 0.12
H -3.4545 -3.2614 8.1714 0.1 0.0 -0.1 0.14
O 1.2675 2.1491 1.7391 2.2 -1.1 -0.9 0.00
H 4.3193 1.7565 1.1768 -0.2 1.0 -0.6 0.11
H -1.1418 -3.0948 5.1178 0.1 0.0 0.0 0.12
H 3.9262 -1.1687 -7.1185 0.0 -0.1 0.1 0.14
H 2.3573 0.9973 -8.3058 -0.1 0.0 0.2 0.11
O 0.6241 0.3422 5.0886 -0.2 -1.2 1.7 0.07
C -2.6131 2.0055 0.5314 0.0 0.6 -0.2 -0.07
C 0.5176 -0.8319 5.3370 0.3 0.8 -0.2 -0.44
C 2.2042 1.0974 -7.2299 0.3 0.5 -0.3 -0.17
O 1.3907 1.8749 -10.1138 -0.6 0.2 0.4 0.11
O -2.6072 -5.2440 10.1697 0.4 0.1 -0.3 0.03
C 3.4803 -1.4640 -2.2946 1.7 -3.4 -0.8 -0.38
H -3.6703 -4.5945 11.8255 0.1 -0.2 -0.2 0.13
B 2.4007 1.7374 0.9775 0.1 2.5 2.4 -0.51
C -2.0658 -4.5632 9.1250 0.4 -0.3 -0.7 -0.47
O -1.2231 0.6729 1.9857 -1.2 0.3 0.3 0.10

# 2
84
Properties=species:S:1:pos:R:3:forces:R:3:lowdin_charge:R:1 method="wB97M-V/def2-TZVPD" spin_multiplicity=1 relative_energy_kcal_mol=90.7 charge=+1
C 4.3949 -1.3698 0.2554 -0.1 0.1 -0.2 -0.06
H -7.0015 -1.6513 0.5667 0.0 0.0 0.0 0.09
Pt 0.0451 -0.1782 -0.1211 0.4 0.6 -1.4 1.22
C 1.7323 2.3427 0.1873 0.1 0.0 -0.3 -0.11
C 0.9853 -0.2258 -5.9488 -0.3 0.1 0.1 -0.17
N -0.0409 -2.2849 0.2975 -0.4 0.3 -0.8 -0.13
C -0.1295 2.1933 1.6888 0.1 0.1 0.0 -0.27
H -0.3920 3.8608 3.0157 0.0 0.1 0.0 0.09
C 2.0827 3.5675 0.7360 0.0 0.0 0.0 -0.05
C -2.1878 -3.2175 -0.7760 0.5 0.1 0.1 -0.23
N -0.7903 1.3026 -1.7262 0.3 -1.1 0.8 -0.06
C -1.3200 1.4857 2.0992 -0.6 0.1 0.4 -0.53
H -4.2146 -1.3575 -2.7702 0.0 0.0 0.0 0.11
H -2.5788 -1.1171 -0.9599 0.1 0.3 0.1 0.08
C -3.4611 0.8361 3.0472 0.3 -0.2 -0.4 -0.46
H 3.7377 0.6996 -0.2309 -0.1 -0.1 0.1 0.10
N -1.7032 0.3550 1.5658 0.7 0.1 -0.4 0.06
C 1.1238 -2.8555 0.3821 0.1 0.1 0.0 -0.09
S -2.3868 2.1590 3.2896 0.2 -0.1 -0.2 1.17
C -2.8024 -2.0989 -1.3384 0.0 -0.2 0.0 -0.10
C 0.6415 1.6483 0.6722 0.0 -0.6 -0.5 -0.21
H -6.5965 -2.8767 4.0771 0.0 0.0 0.0 0.08
H -4.9879 -3.0761 0.0791 0.1 0.0 0.0 0.08
C -5.1289 -3.5753 1.0378 0.0 0.0 0.0 -0.05
H -1.5510 0.3866 -8.0192 0.0 0.0 0.0 0.04
H -1.3548 -2.2408 -4.5856 0.0 0.0 0.0 0.01
H -1.7993 -2.7889 1.2906 0.2 -0.1 0.0 0.10
C -5.9917 -3.4374 3.3641 0.1 0.1 0.0 -0.04
H -7.7605 -3.0698 1.3014 0.0 0.0 0.0 0.09
Si -0.8694 -0.0487 -5.6826 -0.1 -0.1 -0.1 0.54
C 3.4836 -0.3269 -0.0154 0.4 0.1 -0.1 -0.14
C -0.6107 0.5969 -2.8396 -0.2 0.2 -0.4 -0.72
C -4.0684 -3.4984 -2.8231 -0.1 0.0 -0.2 -0.08
H -2.6556 3.7915 -2.9127 0.0 0.0 0.0 0.11
H 1.4262 -0.8954 -5.2079 0.0 0.0 0.0 0.01
C -1.9171 2.1214 -4.0687 0.2 -0.2 0.0 -0.05
C -3.6992 -1.1827 1.7537 0.0 0.1 0.0 0.04
C 0.2198 3.4342 2.2311 0.0 -0.1 0.0 -0.04
H 3.9875 -3.5106 0.6661 0.0 0.0 -0.1 0.11
H -3.3389 -1.8489 0.9916 -0.1 0.0 0.0 0.05
H -3.6797 -5.6014 -2.6737 0.0 0.0 0.0 0.11
H -7.6664 -1.5527 2.2014 0.0 0.0 0.0 0.08
H 2.9415 4.1012 0.3519 0.0 0.0 0.0 0.12
C 3.6439 -2.5147 0.4344 -0.3 0.0 0.1 -0.02
H -2.7544 -1.6752 -5.5056 0.0 0.0 0.0 0.03
H -6.5030 -4.3772 3.1507 0.0 0.0 0.0 0.09
H 5.4668 -1.2696 0.3017 0.0 0.0 0.0 0.10
C -1.2345 -3.1362 0.4192 -0.4 0.3 -0.2 -0.15
H -0.8893 -4.1509 0.6261 0.0 0.0 0.1 0.12
H -1.5737 2.9715 -0.8082 0.0 0.0 0.0 0.12
C -5.4017 -0.4992 3.3058 -0.1 0.0 0.1 -0.02
H 1.5002 0.7344 -5.8908 0.0 0.0 0.0 0.04
H -5.7789 -4.4346 0.8689 0.0 0.0 0.0 0.10
H -2.3915 2.4444 -4.9876 0.0 0.1 0.0 0.10
N 2.2370 -0.7832 0.0041 -1.3 0.2 0.5 -0.06
C -5.7761 -2.6497 2.0609 -0.1 -0.1 0.0 -0.55
C -3.7358 -2.2364 -2.3540 0.0 0.1 0.1 -0.08
H -2.0258 -5.3544 -0.8742 0.0 0.0 0.0 0.12
C -1.4921 2.4318 -1.7444 -0.3 0.3 0.2 -0.10
H 1.1900 -3.9285 0.5441 -0.1 0.0 0.1 0.15
H 1.5919 5.0730 2.1849 0.0 0.0 0.0 0.12
H 2.3062 1.9574 -0.6452 -0.1 0.0 0.0 0.09
H -1.3706 -2.3733 -6.3452 0.0 0.0 0.0 0.04
C -4.9233 -1.4230 2.3649 0.2 0.0 -0.1 -0.15
C -4.6937 0.6241 3.6475 0.0 0.1 0.1 -0.06
H -4.1675 -3.9531 1.3908 0.0 0.0 0.0 0.09
H -1.2469 1.9110 -7.1967 0.0 0.0 0.0 0.04
C 1.3264 4.1134 1.7626 -0.1 0.1 0.1 -0.05
C -1.6663 -1.7420 -5.5035 0.2 0.2 -0.1 -0.17
H -4.8101 -3.6078 -3.6037 0.0 0.0 0.0 0.11
H -5.0342 -3.6669 3.8356 0.0 0.0 0.0 0.09
S 0.3537 -0.8136 -2.5359 0.0 -0.2 1.8 0.80
H -6.3603 -0.6638 3.7797 0.0 0.0 0.0 0.12
H -2.7592 1.0310 -6.9179 0.0 0.0 0.0 0.04
H 1.1777 -0.6508 -6.9359 0.0 0.0 0.0 0.04
C -2.9419 -0.0519 2.0889 -0.4 0.0 0.2 -0.25
C -1.1528 0.9570 -4.0774 0.0 0.0 -0.1 -0.22
C -1.6846 0.9182 -7.0751 0.2 -0.1 0.2 -0.18
C -3.4404 -4.6145 -2.2998 0.0 -0.1 0.1 -0.07
H -5.0871 1.3340 4.3630 0.0 0.0 0.0 0.12
C -2.0807 2.8766 -2.9100 0.0 0.0 0.2 -0.03
C -2.5066 -4.4726 -1.2822 0.1 0.0 0.0 -0.04
C 2.2988 -2.1216 0.2803 0.5 -0.4 0.1 -0.35
C -7.1349 -2.1985 1.5022 0.1 0.0 0.0 -0.04

# 3
14
Properties=species:S:1:pos:R:3:forces:R:3:lowdin_charge:R:1 method="wB97M-V/def2-TZVPD" spin_multiplicity=1 relative_energy_kcal_mol=11.0 smiles="[H]/N=C/NC.SS" charge=0
H 3.1492 0.2113 2.4168 0.0 0.0 0.0 -0.21
H 1.6973 -1.9473 -0.8904 0.1 0.0 0.0 0.03
S 0.8579 1.4144 2.0669 -0.1 0.0 0.0 0.19
H -1.9752 -0.1119 0.5222 0.1 0.0 0.1 0.07
S 2.8156 1.4836 2.6853 0.0 0.0 -0.1 0.22
N 1.2785 -1.0516 -1.1192 0.1 -0.2 -0.1 0.06
H -2.3554 1.1601 -0.6243 -0.1 0.1 -0.1 0.08
H -0.5140 -1.9831 -0.5571 0.0 -0.1 0.1 0.13
H 1.0348 1.6505 0.7567 0.1 0.0 0.0 -0.21
N -0.8019 -0.0665 -1.2410 0.2 -0.1 0.0 -0.08
H -2.8433 -0.5110 -0.9529 -0.1 0.0 -0.1 0.08
C -2.0582 0.1208 -0.5410 0.1 -0.1 0.1 -0.11
H -0.3085 0.7437 -1.5804 -0.1 0.1 0.1 0.12
C 0.0232 -1.1131 -0.9417 -0.2 0.2 0.0 -0.37